[1]
C3H3N3O in the gas phase, computed with ωB97M-V with the def2-TZVPD basis set.

Each line ends with the natural charge from an NBO analysis.
Positions of all 10 atoms, in Å:
C (2.43, 0.14, 0.05)  0.39
C (0.20, 0.93, -0.11)  0.25
C (-1.47, -0.74, 0.00)  0.01
N (3.59, 0.01, 0.02)  -0.31
N (-1.10, 0.64, 0.04)  -0.34
N (1.19, 0.14, 0.10)  -0.39
O (-0.63, -1.67, -0.04)  -0.48
H (0.49, 1.88, -0.42)  0.18
H (-2.21, -0.67, 0.92)  0.39
H (-2.49, -0.67, -0.56)  0.30

* electronic energy: -9671.044 eV
* lowest unoccupied orbital energy (spin up / spin down): -3.7 / -3.7 eV
* largest force on an atom: 0.087 Eh/bohr
* HOMO energy (spin up / spin down): -0.3589 / -0.3590 Eh
* gap between HOMO and LUMO (spin up / spin down): 0.2239 / 0.2232 hartree
* energy relative to the best compared isomer or geometry (same formula, charge and spin): 6.410 eV

***

[2]
C3H3N3O2 in the gas phase, computed with ωB97M-V with the def2-TZVPD basis set.

Each line ends with the natural charge from an NBO analysis.
Positions of all 11 atoms, in Å:
N (-2.46, 2.61, 0.06)  -0.32
C (-1.64, 1.78, 0.17)  0.41
N (-0.46, 1.15, 0.36)  -0.44
C (-0.04, -0.23, 0.26)  -0.20
C (0.65, 0.87, -0.49)  0.02
N (2.01, 1.09, 0.01)  0.54
O (2.08, 1.34, 1.18)  -0.35
O (2.87, 0.86, -0.79)  -0.35
H (-0.62, -1.09, -0.33)  0.23
H (0.40, -0.48, 1.22)  0.23
H (0.52, 0.77, -1.53)  0.23

* electronic energy: -11719.256 eV
* lowest unoccupied orbital energy: -0.3 eV
* largest force on an atom: 0.055 Eh/bohr
* SMILES: N#CN1C[C@@H]1[N+](=O)[O-]
* HOMO energy: -0.3927 Eh
* gap between HOMO and LUMO: 0.3829 hartree
* energy relative to the best compared isomer or geometry (same formula, charge and spin): 6.701 eV

***

[3]
A molecular structure, C3H3N3O2, computed with ωB97M-V with the def2-TZVPD basis set.

Each line ends with the natural charge from an NBO analysis.
Positions of all 11 atoms, in Å:
C (1.06, -0.23, -0.01)  0.68
C (-1.18, -0.48, 0.18)  0.70
C (-0.22, 1.54, 0.04)  0.37
H (3.23, -0.26, -0.02)  0.43
H (2.61, -1.78, 0.64)  0.44
H (-0.10, 2.69, -0.28)  0.20
N (2.19, -0.76, -0.17)  -0.76
N (0.03, -1.08, 0.31)  -0.58
N (-1.30, 0.93, 0.36)  -0.44
O (-2.31, -0.94, -0.41)  -0.58
O (1.04, 1.04, -0.23)  -0.45

* electronic energy: -11720.715 eV
* lowest unoccupied orbital energy: -0.6 eV
* largest force on an atom: 0.265 Eh/bohr
* HOMO energy: -0.3491 Eh
* gap between HOMO and LUMO: 0.3268 hartree
* energy relative to the best compared isomer or geometry (same formula, charge and spin): 5.242 eV

***

[4]
C3H3N3O2 in the gas phase, computed with ωB97M-V with the def2-TZVPD basis set.

Each line ends with the natural charge from an NBO analysis.
Positions of all 11 atoms, in Å:
C (0.33, -1.03, 1.22)  0.36
N (-0.91, -1.28, 1.03)  -0.26
N (-1.29, -0.89, -0.24)  -0.33
C (-1.35, 0.31, -0.64)  0.35
O (-0.77, 1.11, 0.12)  -0.40
N (0.37, 1.52, -0.83)  -0.17
C (1.27, 0.66, -0.56)  0.40
O (1.23, -0.51, 0.32)  -0.54
H (0.88, -1.30, 2.22)  0.20
H (-1.95, 0.65, -1.54)  0.19
H (2.19, 0.77, -1.10)  0.21

* electronic energy: -11718.984 eV
* lowest unoccupied orbital energy: 0.4 eV
* largest force on an atom: 0.139 Eh/bohr
* SMILES: c1nnconco1
* HOMO energy: -0.3520 Eh
* gap between HOMO and LUMO: 0.3681 hartree
* energy relative to the best compared isomer or geometry (same formula, charge and spin): 6.973 eV

***

[5]
C3H3N3O2 in the gas phase, computed with ωB97M-V with the def2-TZVPD basis set.

Each line ends with the natural charge from an NBO analysis.
Positions of all 11 atoms, in Å:
H (-0.05, 2.67, -1.63)  0.37
N (0.49, 2.22, -0.82)  -0.69
C (-0.01, 1.03, -0.30)  0.67
N (-0.91, -0.01, -0.97)  -0.49
N (-0.35, -1.28, -0.59)  -0.15
C (0.37, -1.52, 0.48)  -0.13
C (0.53, -0.51, 1.37)  0.68
O (0.83, -0.65, 2.53)  -0.52
O (0.36, 0.69, 0.93)  -0.44
H (-1.61, 0.01, -1.70)  0.44
H (0.35, -2.65, 0.67)  0.26

* electronic energy: -11721.099 eV
* lowest unoccupied orbital energy: -0.5 eV
* largest force on an atom: 0.147 Eh/bohr
* SMILES: [H]/N=c1\[nH]ncc(=O)o1
* HOMO energy: -0.3644 Eh
* gap between HOMO and LUMO: 0.3461 hartree
* energy relative to the best compared isomer or geometry (same formula, charge and spin): 4.858 eV

***

[6]
2 unconnected molecules or ions with the total composition C3H3N3O2, computed with ωB97M-V with the def2-TZVPD basis set.

Each line ends with the natural charge from an NBO analysis.
Positions of all 11 atoms, in Å:
C (0.58, 1.22, 0.02)  0.00
C (-0.78, 1.27, 0.19)  -0.34
C (-1.49, -0.04, -0.04)  0.56
H (2.88, -0.99, 0.61)  0.49
H (1.23, 2.07, 0.08)  0.24
H (-1.30, 2.24, 0.30)  0.25
N (1.22, 0.02, -0.07)  0.05
N (-0.64, -1.18, 0.16)  -0.23
N (0.59, -1.13, 0.12)  0.02
O (2.57, -0.03, -0.23)  -0.49
O (-2.68, -0.21, -0.21)  -0.54

* electronic energy: -11719.566 eV
* lowest unoccupied orbital energy: -0.7 eV
* largest force on an atom: 0.112 Eh/bohr
* HOMO energy: -0.3460 Eh
* gap between HOMO and LUMO: 0.3215 hartree
* energy relative to the best compared isomer or geometry (same formula, charge and spin): 6.391 eV

***

[7]
C3H3N3O2 in the gas phase, computed with ωB97M-V with the def2-TZVPD basis set.

Each line ends with the natural charge from an NBO analysis.
Positions of all 11 atoms, in Å:
C (-1.04, 1.02, -0.53)  0.29
N (-1.62, -0.19, -0.55)  -0.23
N (-1.23, -1.09, 0.27)  -0.25
C (-0.11, -1.49, 0.42)  0.30
O (0.79, -1.25, -0.70)  -0.38
N (1.68, -0.29, -0.52)  -0.13
C (1.24, 0.73, 0.21)  0.28
O (-0.01, 1.37, 0.38)  -0.52
H (-1.64, 1.87, -0.83)  0.20
H (-0.04, -2.22, 1.41)  0.23
H (1.97, 1.54, 0.45)  0.19

* electronic energy: -11718.349 eV
* lowest unoccupied orbital energy: 0.3 eV
* largest force on an atom: 0.115 Eh/bohr
* SMILES: c1nnconco1
* HOMO energy: -0.3503 Eh
* gap between HOMO and LUMO: 0.3607 hartree
* energy relative to the best compared isomer or geometry (same formula, charge and spin): 7.608 eV

***

[8]
A molecular structure, C3H3N3O2, computed with ωB97M-V with the def2-TZVPD basis set.

Each line ends with the natural charge from an NBO analysis.
Positions of all 11 atoms, in Å:
C (1.89, -0.02, 0.00)  0.25
C (-0.22, 0.70, -0.19)  0.31
C (-0.34, -0.61, -0.08)  0.31
H (2.63, -0.18, -0.80)  0.17
H (2.44, -0.06, 0.90)  0.17
H (-3.12, 0.04, 0.25)  0.39
N (-1.42, 1.28, -0.01)  -0.22
N (-2.16, 0.06, -0.13)  -0.21
N (-1.62, -1.13, 0.10)  -0.21
O (1.06, 1.11, 0.04)  -0.47
O (0.87, -1.19, -0.09)  -0.49

* electronic energy: -11720.776 eV
* lowest unoccupied orbital energy: 0.6 eV
* largest force on an atom: 0.124 Eh/bohr
* HOMO energy: -0.3206 Eh
* gap between HOMO and LUMO: 0.3437 hartree
* energy relative to the best compared isomer or geometry (same formula, charge and spin): 5.181 eV

***

Which of these has the lowest energy relative to the best compared isomer or geometry (same formula, charge and spin)?
number 5

***

Which value of largest force on an atom does entry 3 give?
0.265 Eh/bohr

***

The lowest largest force on an atom belongs to which entry?
number 2